Below is a 2-piece molecular cluster, C4H12NP overall at a distorted geometry, with properties calculated with ωB97M-V/def2-TZVPD.

```
18
Properties=species:S:1:pos:R:3:forces:R:3:mulliken_charge:R:1
C -2.05881 1.63956 -0.53556 1.41 -4.15 1.35 -0.85
P -1.36176 0.31072 0.25995 -2.13 -1.09 -2.42 0.28
N -1.12214 -1.06646 -0.37605 0.53 0.51 -0.90 -0.29
C -0.85748 -2.44829 -0.00019 -4.52 2.07 0.67 -0.76
H -1.60674 2.08097 -1.31682 1.16 1.34 -2.95 0.33
H -2.41298 2.22696 0.19638 -1.34 2.46 2.50 0.32
H -2.02222 0.19419 1.44794 -0.23 0.25 1.38 0.04
H 0.05702 -2.72973 -0.31384 2.85 -1.42 -1.16 0.28
H -0.96824 -2.45786 1.04119 0.57 -0.61 1.98 0.33
H -1.74035 -3.09710 -0.28244 1.24 0.55 -0.56 0.26
C 1.79086 0.48969 0.72826 -2.42 6.22 -0.21 -0.59
C 1.75835 0.76677 -0.81602 2.94 0.48 3.47 -1.00
H 2.16479 1.42113 1.34852 0.12 -2.10 -1.27 0.27
H 0.76242 0.47215 1.15663 0.47 -0.26 -0.38 0.03
H 2.20170 -0.39304 0.92594 2.08 -3.41 1.14 0.34
H 2.72310 0.50201 -1.19525 0.34 -0.94 -0.62 0.34
H 0.95387 0.31541 -1.20313 -2.56 -2.09 -1.97 0.34
H 1.73860 1.77294 -1.06552 -0.52 2.20 -0.04 0.33
```
Forces are in eV/Å.

Values from the calculation:
Energy relative to the best compared isomer or geometry (same formula, charge and spin) in kcal/mol: 112.6
Net charge: 0
SMILES: C=[PH]=NC.CC

Below is a single C4H12NP molecule at a distorted geometry, with properties calculated with ωB97M-V/def2-TZVPD.

```
18
Properties=species:S:1:pos:R:3:forces:R:3:mulliken_charge:R:1
C -1.05255 1.60378 -0.64335 -2.65 -0.93 0.41 -1.47
C -0.90420 0.13556 -0.27182 3.72 -0.62 -1.06 0.42
C -1.28547 -0.27637 1.12331 0.51 2.91 1.45 -1.18
N 0.81716 -0.18651 -0.47026 -4.17 -0.72 -0.26 -0.08
C 1.09128 -1.65877 -0.40094 0.12 2.34 2.75 -0.91
P 1.80279 1.07575 0.01357 2.46 -2.03 -0.40 -0.17
H -0.88334 1.89632 -1.65654 0.64 -0.48 -0.86 0.34
H -2.16017 1.83734 -0.54850 1.23 0.16 0.57 0.35
H -0.39208 2.16723 -0.02963 -0.12 0.88 0.69 0.42
H -1.47398 -0.53462 -0.96125 0.98 0.44 0.11 0.24
H -1.11757 0.50604 1.96965 0.39 -1.16 -1.58 0.24
H -0.93578 -1.21885 1.44604 0.72 -1.00 0.12 0.36
H -2.32481 -0.33034 1.13340 -2.15 -0.32 -0.01 0.43
H 1.47578 -2.09568 0.60592 -1.08 0.93 -1.09 0.22
H 0.16597 -2.04610 -0.72060 -0.76 -1.33 -0.28 0.34
H 1.87764 -1.85789 -1.04070 1.45 -0.58 -1.73 0.40
H 3.10339 0.57690 -0.78910 -1.79 0.84 1.33 0.04
H 2.19593 0.40621 1.24079 0.51 0.67 -0.16 0.00
```
Forces are in eV/Å.

Values from the calculation:
Energy relative to the best compared isomer or geometry (same formula, charge and spin) in kcal/mol: 65.3
Net charge: 0
SMILES: CC(C)N(C)P

Below is a 3-piece molecular cluster, C4H12NS overall at a distorted geometry, with properties calculated with ωB97M-V/def2-TZVPD.

```
18
Properties=species:S:1:pos:R:3:forces:R:3:mulliken_charge:R:1
C -2.88435 -0.63566 0.77882 -0.99 0.23 0.68 -0.93
C -2.24802 0.13765 -0.30389 0.66 -0.57 -1.59 1.06
C -2.71389 0.26499 -1.55381 0.36 0.28 -0.12 -0.92
C 1.21070 0.45657 0.22842 1.62 -0.35 4.77 -0.24
S 0.36224 -0.20582 1.59293 0.00 -1.50 -1.33 0.11
N 4.56355 0.22815 -0.56883 -0.25 0.07 1.15 -0.60
H -3.16149 -0.03795 1.65072 0.44 0.05 0.15 0.31
H -2.25894 -1.47524 1.08987 -0.03 0.02 0.08 0.32
H -3.84910 -1.03754 0.46238 0.19 -0.15 -0.26 0.34
H -1.17462 0.38856 -0.21572 -0.67 0.20 0.02 -0.54
H -2.04714 0.57675 -2.35461 -0.09 0.26 0.22 0.24
H -3.72635 0.07680 -1.89220 -0.06 -0.22 0.40 0.30
H 1.93802 -0.33909 -0.02571 -1.23 -0.06 -2.52 0.21
H 1.63678 1.43916 0.45052 -0.17 0.03 -0.59 0.38
H 1.10285 0.07306 2.68203 -0.05 1.78 0.07 0.27
H 5.20301 -0.15381 -1.24229 -0.27 -0.01 -0.39 0.24
H 3.74405 0.69868 -0.90714 0.25 0.05 -0.68 0.23
H 4.30270 -0.45525 0.12850 0.30 -0.10 -0.06 0.23
```
Forces are in eV/Å.

Values from the calculation:
Energy relative to the best compared isomer or geometry (same formula, charge and spin) in kcal/mol: 156.4
Net charge: +1

| no. | HOMO energy (eV) | total energy (Ha) |
| --- | --- | --- |
| 1 | -8.2 | -555.53695 |
| 2 | -8.4 | -555.61224 |
| 3 | -13.2 | -612.05553 |